[1]
{"formula": "C22H26Cl2N4O4OsPS4", "method": "the ωB97M-V functional and the def2-TZVPD basis", "species": ["Cl", "C", "C", "H", "P", "H", "S", "C", "Os", "H", "H", "H", "C", "H", "H", "C", "Cl", "C", "H", "H", "H", "H", "H", "N", "N", "C", "H", "C", "H", "C", "C", "H", "C", "C", "H", "H", "S", "C", "C", "H", "N", "C", "H", "H", "C", "O", "H", "N", "H", "O", "H", "O", "C", "C", "S", "S", "C", "O", "H", "C", "H", "C", "H", "C"], "coordinates": [[-1.7266, 1.6514, -5.1604], [-3.4912, -1.3582, 2.2134], [1.6307, 3.3655, 2.2714], [3.3756, 0.1131, 3.4729], [2.3063, -1.0460, -0.6009], [2.6177, -1.3314, 2.7953], [-0.2180, -0.4894, -3.3783], [4.5320, -1.2996, -2.8926], [-0.1134, 0.6015, -1.3855], [3.9006, -0.6573, -3.5052], [-1.2407, 4.2617, 3.7526], [-2.3718, -1.1385, 0.4155], [0.8295, 3.9915, 3.2092], [5.4149, -3.8640, -2.1596], [-3.3925, -2.4363, 2.2240], [-3.0569, 0.7590, 1.1884], [-1.9844, -2.8103, -2.0911], [-2.6021, 0.3099, -4.5106], [-3.9022, 2.4875, 2.1397], [-5.7293, -0.9507, -4.4960], [2.7118, 3.4359, 2.3252], [-4.4195, 0.9321, -5.4381], [5.1297, 1.0460, 0.2375], [-1.0554, 3.1144, 2.0597], [-0.7263, 1.8729, 0.1371], [3.7809, -2.5180, -2.4062], [-4.8103, -2.4401, 4.1804], [-2.9090, -0.6289, 1.2047], [4.8670, -0.8814, 1.8106], [-1.9559, -0.6184, -3.6932], [-4.0658, -1.7857, -3.4424], [3.5619, 1.6857, 0.7835], [4.4248, 1.0829, 1.0681], [-3.9510, 0.1955, -4.8015], [4.9241, 1.5639, 1.9103], [-5.4357, -1.0023, 4.8613], [2.1682, 0.8140, -1.5400], [-0.5357, 3.8208, 3.0574], [-4.6763, -0.8562, -4.2688], [1.2455, 4.5754, 4.0158], [-4.7843, -1.4380, 4.2339], [-4.2304, -0.7179, 3.2236], [-4.6243, -2.6062, -3.0153], [5.3692, -1.6333, -3.5060], [-4.3729, 0.6805, 3.1836], [3.5737, -1.0822, 0.3047], [5.0456, -2.9272, -0.7055], [1.1384, 2.6467, 1.2653], [4.9399, -0.7231, -2.0602], [-3.0455, 2.9012, -0.2975], [2.0796, 0.2813, 2.2805], [2.5545, -2.1505, -1.6628], [4.6076, -3.4524, -1.5533], [-2.7185, -1.6580, -3.1591], [-2.3314, 1.6999, -0.0578], [0.5455, -1.3532, 0.2542], [-0.1862, 2.5761, 1.2095], [-2.1746, 0.7539, -1.2449], [3.9997, -4.2784, -1.1872], [-3.7932, 1.4130, 2.1769], [-4.9494, 1.1801, 3.9516], [4.0001, -0.3064, 1.4886], [3.3626, -3.0566, -3.2547], [2.9435, -0.3170, 2.5683]], "e_above_lowest_kcal_mol": 0.0, "orbital_gap_ev": [7.886, 5.963], "energy_ha": -4318.95939, "homo_energy_ev": [-10.9, -11.0], "multiplicity": 5, "total_charge": 1}

***

[2]
{"formula": "C22H26ClN3O2", "method": "the ωB97M-V functional and the def2-TZVPD basis", "species": ["H", "H", "O", "C", "H", "C", "N", "C", "H", "C", "C", "C", "N", "C", "H", "Cl", "C", "H", "H", "H", "C", "H", "H", "C", "C", "N", "C", "C", "C", "O", "C", "H", "C", "C", "H", "H", "C", "H", "H", "C", "C", "H", "C", "H", "H", "H", "H", "H", "H", "H", "H", "H", "C", "H"], "coordinates": [[6.2828, 1.5360, 0.5733], [-0.6727, -1.1317, 2.5007], [0.1845, -1.7367, -1.3799], [5.5952, 0.8126, 0.1643], [1.6670, 1.4890, -0.2455], [6.0585, -0.4208, -0.2630], [1.1198, -0.4416, 0.2726], [-3.3673, 0.3673, -0.7555], [-1.4855, 0.8944, 1.3401], [5.1887, -1.3624, -0.7913], [1.2755, -0.5000, 1.7074], [-2.4078, -2.2643, 0.5060], [-0.0004, -2.2587, 0.8567], [-5.0410, -1.5249, -0.8387], [-3.3384, 0.3285, 0.3329], [7.7429, -0.7903, -0.1361], [-0.4900, 4.2214, -0.3025], [-2.2039, 1.2690, -2.3346], [-1.2673, 3.3916, -2.1108], [-1.8966, -2.2229, -1.4384], [3.3598, 0.1740, -0.4673], [0.6464, -2.2712, 2.8494], [0.2121, 4.7969, 1.6378], [-2.0480, 0.9153, -1.3131], [4.2453, 1.1010, 0.0635], [-2.6356, -1.9851, -0.7894], [-1.2083, 1.8279, 0.8733], [0.2527, -1.5712, 2.1081], [-3.6535, -1.0516, -1.2650], [-3.0673, -1.8612, 1.4452], [-1.1520, -3.1261, 0.7214], [-0.2116, 5.1557, -0.7682], [-0.6170, 2.8210, 1.6322], [-0.2520, 4.0217, 1.0458], [1.0669, 0.4768, 2.1512], [3.8791, 2.0607, 0.3979], [-1.4522, 2.0164, -0.4828], [-3.5878, -1.0637, -2.3587], [-5.2199, -2.5355, -1.1981], [1.8820, 0.4596, -0.5521], [3.8442, -1.0587, -0.8908], [-5.8015, -0.8664, -1.2491], [-1.0865, 3.2263, -1.0580], [3.1573, -1.7826, -1.3037], [2.2985, -0.7964, 1.9747], [-0.4413, 2.6614, 2.6871], [5.5632, -2.3183, -1.1220], [1.5257, 0.3098, -1.5757], [-0.9822, -3.7923, -0.1268], [-1.2557, -3.7068, 1.6389], [-5.1146, -1.5216, 0.2447], [-4.1898, 1.0248, -1.0410], [0.4176, -1.5000, -0.2065], [-1.3181, 0.1037, -1.3608]], "e_above_lowest_kcal_mol": 0.0, "orbital_gap_ev": 9.519, "energy_ha": -1628.95190, "homo_energy_ev": -8.8, "smiles": "C[C@@H](CCc1ccccc1)NC(=O)CN1CCN(Cc2ccc(Cl)cc2)C1=O", "multiplicity": 1, "total_charge": 0}

***

[3]
{"formula": "C22H26ClN3O5S", "method": "the ωB97M-V functional and the def2-TZVPD basis", "species": ["O", "C", "C", "H", "H", "H", "C", "H", "C", "C", "C", "H", "H", "C", "C", "H", "H", "C", "H", "H", "H", "C", "Cl", "C", "O", "H", "H", "H", "C", "C", "H", "H", "C", "S", "H", "H", "C", "O", "H", "H", "C", "N", "O", "C", "H", "C", "N", "C", "H", "H", "C", "O", "H", "C", "N", "H", "H", "C"], "coordinates": [[-1.0865, -0.4054, 1.9000], [1.1558, -0.2830, 2.6940], [-1.8121, 2.5562, 1.4820], [2.0584, -0.2158, 2.0866], [-3.5435, -4.4458, -1.4806], [2.7331, -1.1217, -2.9078], [-1.3918, -2.0522, -0.4750], [-0.0567, 1.1408, 3.5558], [3.1180, 1.8422, -3.8053], [-0.6493, 2.0978, 0.8943], [1.9390, 1.9075, -2.8376], [2.2099, 2.4638, -1.9294], [-1.7729, 2.9746, 2.4750], [-2.7596, -3.9632, -0.9158], [3.9416, 0.6995, -3.2070], [3.6667, 2.7787, -3.8567], [1.8740, -2.9149, 2.4157], [0.0092, -0.9380, 1.9259], [-3.7872, -2.5170, -2.8431], [4.2842, -0.8145, -0.9050], [-3.9270, 2.8141, 1.2313], [2.7188, -2.0640, 0.6489], [-4.4869, 1.8374, -1.3682], [2.8989, -0.1425, -2.4428], [3.8679, -2.3298, 0.9286], [1.0348, 2.3382, -3.2693], [-1.1114, -1.0322, -0.6885], [-0.6381, -4.5821, 1.6426], [-2.4060, -2.6536, -1.2106], [-3.0026, 1.9502, -0.4983], [-2.4105, -5.6701, 0.3247], [4.4545, 0.1145, -3.9667], [-0.7550, -2.7414, 0.5440], [0.8801, 2.1969, 1.8242], [2.7645, 1.5789, -4.8027], [-3.6416, -1.0481, -1.8724], [-3.0906, -1.8856, -2.2979], [1.9711, 1.8181, 0.9682], [3.3248, 0.6333, -0.4746], [1.3808, -0.9773, -0.4585], [-0.6436, 1.5892, -0.3876], [0.8200, 1.0694, 3.0591], [1.6606, 0.5546, -2.5219], [-3.0044, 2.4766, 0.7862], [-2.3594, -1.4846, -2.9979], [1.5598, -2.7713, 1.3770], [0.2793, -2.1056, 1.2947], [-1.1211, -4.0493, 0.8372], [1.4605, -3.7598, 0.9212], [1.3790, -0.8532, 3.6017], [-2.1213, -4.6545, 0.0996], [0.9149, 3.4810, 2.4538], [-1.8433, 1.1295, -2.1045], [-1.8296, 1.5191, -1.0987], [2.3533, -1.1996, -0.3085], [0.2830, 1.2540, -0.8258], [4.6813, 1.0887, -2.5082], [3.3040, -0.3400, -0.9794]], "e_above_lowest_kcal_mol": 5.8, "orbital_gap_ev": 9.617, "energy_ha": -2252.81993, "homo_energy_ev": -9.1, "smiles": "Cc1cccc(N(CC(=O)NC[C@@H]2CCCO2)C(=O)CNS(=O)(=O)c2ccc(Cl)cc2)c1", "multiplicity": 1, "total_charge": 0}

***

[4]
{"formula": "C22H26ClO2P2W", "method": "the ωB97M-V functional and the def2-TZVPD basis", "species": ["C", "C", "H", "C", "H", "P", "H", "C", "C", "P", "H", "C", "H", "C", "C", "O", "W", "H", "C", "H", "C", "H", "H", "H", "C", "C", "C", "C", "H", "H", "H", "C", "H", "C", "H", "C", "C", "C", "C", "H", "H", "H", "H", "H", "Cl", "H", "C", "O", "H", "H", "C", "H", "H", "H"], "coordinates": [[-1.1479, 3.4705, -2.8287], [-1.9306, -3.2550, 3.8961], [3.7242, -1.6844, -4.2118], [-0.3976, 2.7042, -1.9425], [-2.0157, -3.5552, 2.8339], [-2.3975, -1.5458, 4.0144], [-0.0821, -2.5678, -1.0746], [-1.9200, 2.8320, -3.8019], [2.8987, -1.8992, -3.5389], [0.6961, 0.3169, -0.9802], [3.9171, 2.5308, 2.1109], [3.7687, 2.9497, -1.2935], [0.1815, 3.1991, -1.1598], [0.7421, -2.3711, -1.7739], [4.2205, 3.0855, 0.0328], [-2.4267, -1.1192, 2.5739], [-0.5473, -0.0037, 0.8392], [-2.4985, 3.4363, -4.5026], [3.5770, 2.4277, 1.0770], [2.7156, -3.9898, -4.0167], [2.6619, 2.1481, -1.5661], [2.0224, 1.1000, 1.6716], [2.8520, 0.1374, -2.8408], [-1.2504, -0.4478, -3.0343], [2.4005, -0.8560, -2.7750], [-2.3955, -0.4013, 0.0075], [2.4956, 1.5919, 0.8138], [-4.0942, -1.8335, 4.7457], [-4.7203, -2.6720, 4.3347], [-4.7488, -0.9583, 5.0152], [5.0888, 3.7086, 0.2403], [-1.1999, 0.6503, -3.0171], [-3.7081, -2.2144, 5.7211], [-1.9767, -0.1642, 5.0487], [0.8136, -4.3990, -2.4317], [-0.3259, 1.3135, -2.1390], [2.3260, -3.1775, -3.4132], [-1.9716, 1.4300, -3.8839], [2.0774, 1.4164, -0.5171], [-2.5888, 0.9402, -4.6352], [-2.5429, 0.7302, 4.7079], [4.2618, 3.4406, -2.1292], [-0.8639, -3.1675, 4.1745], [0.9006, -0.8396, 1.7612], [-0.9175, 1.9975, 1.8584], [2.2682, 2.0884, -2.5921], [1.2661, -3.4109, -2.5339], [-3.4658, -0.5946, -0.4610], [-1.0827, 4.5586, -2.7673], [-2.2044, -0.3675, 6.1240], [1.3180, -1.0969, -1.9220], [-2.5129, -3.9653, 4.5267], [-0.9070, 0.0273, 4.8363], [-0.3531, -1.6743, 0.8181]], "e_above_lowest_kcal_mol": 36.1, "orbital_gap_ev": [5.221, 3.615], "energy_ha": -2213.16045, "homo_energy_ev": [-17.8, -17.8], "multiplicity": 3, "total_charge": 3}